Record 1
115
Properties=species:S:1:pos:R:3:lowdin_charge:R:1 method="wB97M-V/def2-TZVPD" multiplicity=5 e_homo_ev="-7.7 / -7.7" s_squared=6.009 orbital_gap_ev="8.06 / 8.04"
Fe 2.205 -0.192 -0.546 0.68
N 4.288 -1.652 -2.783 0.13
C 4.996 -1.002 -1.854 -0.67
N 4.499 -0.124 -1.037 0.03
C 5.445 0.377 -0.185 -0.31
C 5.192 1.245 0.868 -0.05
C 6.240 1.657 1.663 -0.08
C 7.536 1.205 1.426 -0.09
C 7.802 0.314 0.402 -0.09
C 6.753 -0.093 -0.401 -0.46
S 6.742 -1.240 -1.719 1.10
H 3.283 -1.636 -2.667 0.07
H 4.673 -2.501 -3.160 0.11
H 4.170 1.537 1.053 0.07
H 6.054 2.331 2.485 0.11
H 8.341 1.534 2.064 0.10
H 8.798 -0.065 0.239 0.11
C 3.324 4.221 0.430 -0.13
C 2.253 4.155 -0.660 -0.51
C 1.272 5.310 -0.502 -0.10
P 1.562 2.390 -0.746 1.11
C 1.034 2.279 -2.550 -0.54
C 2.272 1.891 -3.364 -0.13
C 0.370 3.487 -3.204 -0.11
C -0.049 2.291 0.231 -0.55
C 0.203 2.641 1.693 -0.10
C -1.308 2.983 -0.281 -0.10
H 3.769 5.215 0.459 0.08
H 4.116 3.505 0.228 0.05
H 2.900 4.012 1.409 0.07
H 2.762 4.266 -1.625 0.10
H 0.790 5.287 0.471 0.06
H 0.513 5.310 -1.277 0.05
H 1.822 6.251 -0.571 0.08
H 0.333 1.435 -2.562 0.08
H 2.976 2.721 -3.418 0.07
H 1.982 1.625 -4.378 0.09
H 2.780 1.036 -2.919 0.02
H 1.074 4.308 -3.310 0.07
H -0.500 3.829 -2.658 0.04
H 0.042 3.207 -4.204 0.08
H -0.247 1.208 0.186 0.00
H 0.330 3.714 1.831 0.07
H 1.088 2.130 2.060 0.04
H -0.640 2.319 2.301 0.08
H -1.188 4.062 -0.332 0.07
H -2.117 2.765 0.414 0.07
H -1.599 2.585 -1.247 0.04
C 2.660 0.059 3.309 -0.13
Si 1.462 -1.331 2.754 0.41
C -0.120 -1.254 3.830 -0.14
C 2.476 -2.891 3.148 -0.25
C 2.014 -3.878 4.014 -0.09
C 2.800 -4.970 4.342 -0.09
C 4.074 -5.092 3.816 -0.09
C 4.555 -4.119 2.957 -0.08
C 3.763 -3.030 2.633 -0.11
H 2.606 0.134 4.387 0.03
H 2.441 1.038 2.899 -0.01
H 3.687 -0.176 3.053 0.01
H 0.155 -1.082 4.866 0.03
H -0.691 -2.173 3.775 0.02
H -0.773 -0.444 3.521 0.01
H 1.024 -3.798 4.434 0.10
H 2.417 -5.729 5.011 0.10
H 4.688 -5.947 4.066 0.10
H 5.549 -4.205 2.541 0.10
H 4.150 -2.284 1.954 0.09
F 1.316 -0.775 -2.143 -0.54
Te 0.547 -2.506 -0.042 1.84
F -0.723 -2.823 1.419 -0.49
F 2.838 -2.239 -0.191 -0.54
F -0.769 -3.968 -0.759 -0.60
F 1.307 -4.026 0.880 -0.44
O 1.043 -0.950 1.235 -0.62
C -3.012 1.923 -3.750 -0.11
C -4.259 1.260 -3.183 -0.24
C -4.581 -0.068 -3.868 -0.18
C -3.675 -1.222 -3.422 -0.14
N -4.020 -1.689 -2.103 -0.01
C -3.288 -1.567 -0.964 -0.56
Se -1.601 -0.799 -0.843 0.77
N -4.013 -2.071 0.065 0.00
C -3.630 -2.123 1.452 -0.14
C -4.490 -1.250 2.371 -0.17
C -4.125 0.235 2.355 -0.24
C -4.631 0.981 1.126 -0.10
C -5.192 -2.581 -0.424 -0.13
C -6.243 -3.248 0.187 0.00
C -7.296 -3.646 -0.615 -0.08
C -7.298 -3.406 -1.987 -0.08
C -6.250 -2.754 -2.608 -0.01
C -5.197 -2.333 -1.808 -0.14
H -2.867 2.897 -3.291 0.06
H -3.107 2.067 -4.823 0.08
H -2.134 1.316 -3.553 0.05
H -5.109 1.933 -3.311 0.11
H -4.121 1.091 -2.114 0.09
H -4.479 0.052 -4.948 0.12
H -5.619 -0.332 -3.660 0.10
H -2.633 -0.903 -3.398 0.08
H -3.778 -2.061 -4.117 0.13
H -2.594 -1.803 1.532 0.07
H -3.683 -3.166 1.775 0.14
H -4.342 -1.625 3.386 0.12
H -5.547 -1.366 2.127 0.10
H -3.040 0.335 2.415 0.09
H -4.552 0.700 3.247 0.11
H -4.099 0.660 0.234 0.03
H -4.471 2.049 1.247 0.07
H -5.697 0.814 0.985 0.08
H -6.236 -3.463 1.244 0.11
H -8.130 -4.165 -0.170 0.10
H -8.132 -3.750 -2.579 0.10
H -6.251 -2.597 -3.675 0.11



Record 2
108
Properties=species:S:1:pos:R:3:lowdin_charge:R:1 method="wB97M-V/def2-TZVPD" total_charge=+2 multiplicity=2 e_homo_ev="-12.8 / -12.8" s_squared=0.752 orbital_gap_ev="7.22 / 4.10"
Zn -0.463 0.575 -0.271 0.58
C 2.793 1.986 -0.720 -0.03
C 1.879 2.767 0.212 -0.68
C 1.708 4.184 -0.323 -0.03
C 2.485 2.801 1.608 -0.02
O 0.593 2.124 0.256 -0.41
Ge -0.880 2.883 1.429 1.06
O -1.922 1.811 0.145 -0.43
C -3.232 2.242 -0.298 -0.67
C -3.906 1.082 -1.015 -0.01
C -4.051 2.662 0.918 -0.04
C -3.074 3.430 -1.242 -0.02
O -0.782 1.406 2.475 -0.36
C -0.708 1.350 3.925 -0.67
C -1.958 0.649 4.434 -0.03
C 0.516 0.532 4.307 -0.02
C -0.619 2.743 4.549 -0.06
H 3.826 2.329 -0.616 0.11
H 2.767 0.919 -0.471 0.01
H 2.495 2.114 -1.762 0.06
H 2.679 4.680 -0.401 0.10
H 1.244 4.169 -1.314 0.08
H 1.080 4.777 0.339 0.07
H 3.469 3.277 1.583 0.10
H 1.856 3.373 2.290 0.07
H 2.592 1.788 2.013 0.07
H -4.324 0.356 -0.316 0.08
H -4.719 1.449 -1.646 0.10
H -3.185 0.562 -1.658 0.07
H -4.003 1.895 1.699 0.07
H -3.682 3.602 1.337 0.08
H -5.098 2.809 0.637 0.11
H -2.667 3.124 -2.211 0.06
H -4.042 3.907 -1.420 0.10
H -2.402 4.174 -0.805 0.08
H -1.986 -0.392 4.093 0.06
H -1.978 0.654 5.527 0.10
H -2.854 1.161 4.069 0.09
H 0.480 -0.444 3.813 0.07
H 1.435 1.048 4.007 0.08
H 0.549 0.371 5.390 0.10
H -1.500 3.340 4.296 0.08
H -0.562 2.671 5.638 0.10
H 0.271 3.277 4.202 0.07
C -0.338 3.139 -4.381 -0.03
C 0.213 2.042 -3.469 -0.38
C 1.527 1.491 -4.015 -0.06
C -0.845 0.961 -3.288 -0.25
C -1.104 0.078 -4.510 -0.02
O -0.975 -1.283 -3.992 0.02
C -0.675 -1.217 -2.691 -0.32
N -0.523 -0.027 -2.221 0.09
C -0.603 -2.563 -2.026 -0.14
C -0.598 -3.649 -2.921 -0.01
C -0.651 -4.959 -2.484 -0.03
C -0.741 -5.218 -1.127 -0.03
C -0.729 -4.160 -0.231 -0.08
C -0.638 -2.830 -0.632 -0.26
P -0.529 -1.575 0.724 1.14
C -1.883 -1.911 1.866 -0.33
C -2.866 -0.924 1.901 -0.13
C -4.000 -1.086 2.684 -0.07
C -4.149 -2.224 3.461 -0.04
C -3.151 -3.197 3.464 -0.05
C -2.027 -3.046 2.671 -0.08
C 1.085 -1.939 1.497 -0.35
C 1.393 -3.090 2.226 -0.07
C 2.643 -3.238 2.816 -0.04
C 3.611 -2.245 2.681 -0.05
C 3.321 -1.099 1.956 -0.08
C 2.063 -0.947 1.378 -0.18
H 0.408 3.922 -4.536 0.10
H -1.230 3.605 -3.954 0.08
H -0.602 2.738 -5.368 0.10
H 0.385 2.469 -2.475 0.11
H 1.451 1.236 -5.076 0.09
H 1.848 0.594 -3.468 0.03
H 2.322 2.237 -3.929 0.09
H -1.766 1.453 -2.982 0.11
H -0.373 0.200 -5.300 0.12
H -2.098 0.187 -4.924 0.14
H -0.579 -3.457 -3.983 0.13
H -0.652 -5.768 -3.206 0.13
H -0.822 -6.235 -0.760 0.13
H -0.808 -4.391 0.822 0.08
H -2.726 -0.013 1.335 0.06
H -4.757 -0.310 2.703 0.12
H -5.032 -2.353 4.078 0.12
H -3.248 -4.079 4.090 0.12
H -1.272 -3.820 2.722 0.08
H 0.673 -3.886 2.350 0.09
H 2.856 -4.127 3.398 0.12
H 4.581 -2.363 3.153 0.12
H 4.058 -0.307 1.868 0.12
H 1.816 -0.015 0.879 0.04
C 4.875 -1.041 -1.397 -0.24
Sb 2.895 -1.660 -1.807 1.56
C 2.937 -1.967 -3.908 -0.25
C 2.851 -3.611 -0.998 -0.23
H 5.501 -1.766 -1.931 0.04
H 5.051 -1.083 -0.321 0.01
H 5.041 -0.031 -1.773 0.03
H 3.555 -2.862 -4.039 0.04
H 3.398 -1.096 -4.374 0.03
H 1.936 -2.128 -4.307 0.01
H 3.544 -4.192 -1.618 0.04
H 1.842 -4.024 -1.046 0.00
H 3.194 -3.556 0.039 0.02



Record 3
115
Properties=species:S:1:pos:R:3:lowdin_charge:R:1 method="wB97M-V/def2-TZVPD" total_charge=+2 e_homo_ev=-12.7 orbital_gap_ev=8.03
Ca -12.739 -15.892 14.716 1.12
C -17.267 -17.374 14.697 -0.05
N -16.537 -16.199 15.000 -0.19
C -16.356 -15.278 13.947 -0.07
C -15.926 -16.009 16.227 -0.36
N -14.665 -15.630 16.281 0.00
C -14.056 -15.128 17.520 -0.19
C -12.929 -16.049 18.104 -0.13
N -11.912 -16.436 17.057 -0.27
C -10.683 -15.642 17.112 -0.20
C -10.774 -14.073 17.118 -0.20
N -11.684 -13.661 16.029 0.03
C -11.680 -12.370 15.721 -0.36
N -10.824 -11.410 16.305 -0.18
C -10.895 -11.101 17.697 -0.08
C -9.953 -10.506 15.462 -0.02
N -12.579 -11.886 14.831 -0.14
C -12.965 -10.484 14.711 -0.03
C -13.341 -12.812 14.043 -0.11
C -11.591 -17.913 17.103 -0.15
C -12.642 -18.789 16.369 -0.24
N -12.665 -18.400 14.981 -0.04
C -12.776 -19.310 14.043 -0.35
N -13.621 -20.418 14.138 -0.14
C -13.434 -21.533 13.290 -0.07
C -14.719 -20.498 15.083 -0.04
N -12.055 -19.152 12.872 -0.16
C -12.698 -19.330 11.567 -0.05
C -10.732 -18.595 12.786 -0.09
N -16.695 -16.232 17.368 -0.19
C -16.248 -17.192 18.363 -0.05
C -18.024 -15.760 17.563 -0.06
H -16.791 -17.801 13.877 0.06
H -18.297 -17.108 14.397 0.10
H -17.298 -18.018 15.644 0.13
H -17.316 -15.154 13.421 0.11
H -15.548 -15.455 13.253 0.07
H -16.093 -14.299 14.372 0.09
H -14.795 -14.989 18.293 0.10
H -13.576 -14.176 17.320 0.08
H -13.344 -16.926 18.547 0.09
H -12.461 -15.490 18.922 0.13
H -10.028 -16.017 16.265 0.13
H -10.236 -15.859 18.065 0.11
H -9.732 -13.754 16.940 0.12
H -11.062 -13.632 18.124 0.12
H -11.780 -11.601 18.046 0.08
H -10.930 -10.019 17.906 0.10
H -10.004 -11.533 18.166 0.09
H -9.741 -10.978 14.507 0.06
H -9.022 -10.146 15.933 0.10
H -10.485 -9.556 15.247 0.07
H -12.703 -9.891 15.640 0.11
H -14.012 -10.504 14.553 0.07
H -12.483 -9.997 13.817 0.11
H -12.723 -13.583 13.556 -0.05
H -13.858 -12.325 13.167 0.11
H -14.084 -13.273 14.673 0.06
H -11.495 -18.242 18.162 0.13
H -10.579 -17.955 16.602 0.12
H -13.608 -18.619 16.884 0.08
H -12.466 -19.855 16.580 0.13
H -12.449 -21.634 12.908 0.09
H -14.134 -21.569 12.447 0.10
H -13.673 -22.375 13.922 0.10
H -14.978 -19.534 15.518 0.06
H -14.544 -21.225 15.885 0.10
H -15.626 -20.777 14.501 0.11
H -13.714 -19.782 11.678 0.09
H -12.102 -19.993 11.018 0.07
H -12.731 -18.408 10.927 0.09
H -10.306 -18.608 13.785 0.08
H -10.855 -17.497 12.511 -0.02
H -10.087 -19.148 12.081 0.10
H -15.280 -17.599 18.092 0.06
H -17.032 -17.929 18.502 0.09
H -16.187 -16.613 19.362 0.13
H -18.446 -15.213 16.707 0.10
H -18.076 -15.059 18.428 0.11
H -18.663 -16.588 17.797 0.08
S -12.106 -15.479 12.140 0.02
Sb -10.510 -13.993 11.052 1.46
C -9.569 -15.461 9.765 -0.36
C -8.227 -15.260 9.558 -0.16
C -7.422 -16.283 9.150 -0.09
C -7.969 -17.464 8.711 -0.05
C -9.356 -17.619 8.742 -0.05
C -10.144 -16.592 9.272 -0.13
C -8.944 -13.575 12.425 -0.39
C -8.331 -12.353 12.430 -0.16
C -7.020 -12.227 12.835 -0.06
C -6.348 -13.352 13.327 -0.05
C -7.002 -14.572 13.321 -0.07
C -8.310 -14.710 12.857 -0.14
C -11.771 -12.374 10.257 -0.35
C -11.067 -11.438 9.494 -0.11
C -11.795 -10.813 8.422 -0.06
C -13.147 -10.939 8.259 -0.08
C -13.847 -11.765 9.132 -0.07
C -13.135 -12.526 10.066 -0.15
H -7.722 -14.259 9.736 0.13
H -6.334 -16.119 9.189 0.13
H -7.332 -18.248 8.255 0.13
H -9.886 -18.440 8.325 0.10
H -11.242 -16.675 9.235 0.11
H -8.913 -11.445 12.123 0.12
H -6.530 -11.252 12.918 0.12
H -5.307 -13.321 13.687 0.13
H -6.471 -15.494 13.669 0.13
H -8.784 -15.678 12.811 0.09
H -10.020 -11.250 9.700 0.09
H -11.197 -10.230 7.722 0.12
H -13.671 -10.423 7.449 0.13
H -14.975 -11.613 9.181 0.14
H -13.733 -13.194 10.722 0.09



Record 4
122
Properties=species:S:1:pos:R:3:lowdin_charge:R:1 method="wB97M-V/def2-TZVPD" e_homo_ev=-8.2 smiles="CCCCOP[C@H](F)CC.O=C1CCCO1.O=C1CCCO1.O=C1CCCO1.O=C1CCCO1.O=C1CCCO1.O=C1CCCO1.O=C1CCCO1.O=C1CCCO1" orbital_gap_ev=8.64
C -0.970 0.986 3.968 -0.10
C -0.484 2.360 3.526 -0.24
C -1.574 3.432 3.333 -0.15
C -2.068 3.633 1.884 -0.25
O -3.422 3.184 1.672 -0.45
P -3.649 1.632 1.163 0.98
C -4.398 0.725 2.609 -0.53
F -5.526 0.050 2.160 -0.09
C -4.695 1.533 3.851 -0.24
C -5.661 2.701 3.717 -0.09
H -1.311 0.385 3.134 0.05
H -1.704 1.020 4.765 0.07
H -0.114 0.450 4.373 0.05
H 0.027 2.240 2.587 0.07
H 0.222 2.726 4.263 0.10
H -1.125 4.377 3.623 0.11
H -2.430 3.293 3.983 0.09
H -2.081 4.694 1.691 0.10
H -1.377 3.197 1.170 0.09
H -2.326 1.143 1.254 -0.05
H -3.695 -0.056 2.897 0.09
H -3.767 1.851 4.301 0.07
H -5.136 0.833 4.559 0.11
H -5.274 3.538 3.152 0.06
H -6.632 2.422 3.333 0.05
H -5.851 3.071 4.721 0.07
O 2.456 3.301 2.767 0.10
C 2.795 2.156 2.661 -0.48
C 4.099 1.554 3.145 -0.06
C 4.146 0.223 2.402 -0.14
C 2.673 -0.090 2.228 -0.13
O 2.021 1.195 2.105 0.02
H 4.039 1.421 4.227 0.13
H 4.931 2.208 2.898 0.12
H 4.689 -0.563 2.924 0.12
H 4.605 0.362 1.423 0.10
H 2.255 -0.612 3.094 0.12
H 2.479 -0.669 1.335 0.09
O -12.117 0.994 3.951 0.12
C -11.072 0.658 3.479 -0.49
C -9.681 1.094 3.902 -0.07
C -8.821 0.676 2.710 -0.16
C -9.600 -0.513 2.168 -0.15
O -10.981 -0.226 2.455 0.02
H -9.412 0.557 4.812 0.13
H -9.660 2.164 4.088 0.12
H -7.791 0.441 2.964 0.09
H -8.805 1.475 1.967 0.12
H -9.332 -1.447 2.667 0.13
H -9.481 -0.644 1.095 0.12
O -1.484 7.111 -0.121 0.12
C -0.368 6.678 -0.092 -0.49
C 0.928 7.448 -0.265 -0.07
C 1.944 6.339 -0.530 -0.15
C 1.332 5.166 0.223 -0.14
O -0.097 5.374 0.139 0.01
H 1.135 7.983 0.663 0.13
H 0.843 8.155 -1.085 0.12
H 2.956 6.570 -0.203 0.11
H 1.978 6.117 -1.598 0.12
H 1.614 5.147 1.273 0.11
H 1.576 4.204 -0.220 0.12
O 2.848 -2.714 -0.007 0.11
C 2.907 -1.973 -0.950 -0.47
C 2.750 -2.316 -2.416 -0.08
C 3.312 -1.076 -3.104 -0.14
C 3.019 0.014 -2.083 -0.13
O 3.102 -0.641 -0.800 0.00
H 1.692 -2.454 -2.629 0.12
H 3.299 -3.218 -2.666 0.13
H 2.876 -0.878 -4.079 0.11
H 4.391 -1.184 -3.233 0.12
H 2.014 0.426 -2.191 0.13
H 3.736 0.825 -2.110 0.10
O 2.511 -3.475 -5.292 0.13
C 1.368 -3.199 -5.509 -0.47
C 0.422 -3.889 -6.471 -0.08
C -0.716 -2.880 -6.600 -0.15
C -0.672 -2.176 -5.252 -0.15
O 0.715 -2.190 -4.861 -0.01
H 0.090 -4.824 -6.018 0.14
H 0.915 -4.094 -7.415 0.11
H -1.685 -3.327 -6.816 0.11
H -0.489 -2.170 -7.396 0.12
H -1.249 -2.701 -4.488 0.13
H -1.009 -1.144 -5.302 0.13
O 4.347 3.023 -0.917 0.12
C 5.467 2.605 -0.862 -0.48
C 6.756 3.392 -0.985 -0.07
C 7.792 2.298 -1.238 -0.15
C 7.170 1.106 -0.525 -0.14
O 5.746 1.295 -0.644 0.00
H 6.931 3.915 -0.043 0.13
H 6.688 4.111 -1.796 0.13
H 8.791 2.536 -0.879 0.12
H 7.859 2.095 -2.308 0.12
H 7.424 1.078 0.537 0.13
H 7.434 0.153 -0.975 0.13
O 1.676 -6.223 -8.541 0.13
C 0.618 -6.676 -8.860 -0.48
C 0.289 -8.117 -9.195 -0.07
C -1.061 -7.996 -9.900 -0.15
C -1.641 -6.744 -9.255 -0.15
O -0.505 -5.915 -8.947 0.01
H 0.218 -8.679 -8.263 0.13
H 1.061 -8.547 -9.826 0.13
H -1.703 -8.868 -9.792 0.12
H -0.905 -7.823 -10.966 0.12
H -2.170 -6.963 -8.325 0.13
H -2.306 -6.195 -9.918 0.12
O 4.348 -1.634 6.770 0.12
C 3.303 -2.139 6.484 -0.49
C 3.030 -3.603 6.194 -0.07
C 1.667 -3.557 5.504 -0.15
C 1.045 -2.313 6.124 -0.16
O 2.149 -1.431 6.392 0.02
H 2.996 -4.142 7.142 0.13
H 3.810 -4.018 5.563 0.12
H 1.063 -4.451 5.642 0.12
H 1.805 -3.407 4.432 0.12
H 0.535 -2.528 7.065 0.13
H 0.352 -1.812 5.452 0.11